[1]
ORCA calculation (ωB97M-V/def2-TZVPD) on 3 unconnected molecules or ions with the total composition C23H45ClFN3O10PS in a non-equilibrium geometry.

Geometry as XYZ:
```
85
C23H45ClFN3O10PS ωB97M-V/def2-TZVPD
H 2.46528 -2.22072 -0.16793
H 1.69084 2.78907 1.06036
C 1.52490 -1.58017 1.56416
H 3.81418 3.55621 -0.93016
C -4.87676 1.18853 2.82464
O -6.14585 -0.83600 0.42999
N 4.39393 3.95076 -2.88305
H 5.71758 4.59774 -1.37767
H -7.92244 0.19721 1.13535
C 5.62365 4.59361 -2.46702
C -2.37265 0.86869 1.85680
O -0.82775 -0.57389 4.62592
N 5.50307 -5.42973 0.41152
H -0.99467 3.35276 -1.31022
H -0.95341 1.66572 -4.15471
H 4.80129 -7.12954 1.38094
H 5.62500 5.62497 -2.83140
H 2.18204 0.66663 1.62330
C -0.64748 0.46323 -0.58454
H 1.99497 -0.09207 -0.07733
O 2.44033 2.87481 -2.26082
H -6.01429 -0.77390 3.08637
O -1.36027 2.03472 4.44335
C -6.27140 0.31149 2.70879
H 3.15483 4.36433 -4.50144
O -1.99122 1.01907 -0.74553
C 4.82368 -4.38071 1.14336
H -3.64923 -2.96998 -1.09680
P -0.47719 0.71219 3.71299
H -2.95113 -1.58523 -2.26845
H 5.48407 -4.01389 1.93493
H 4.89956 4.30778 -4.89043
C -1.43934 2.54774 -3.51360
C -2.69065 -2.53363 -1.60870
H -2.51811 2.18107 -3.23735
H 3.91512 -6.66927 -0.10148
O 1.20386 1.01039 4.00012
H -6.99756 -1.43787 -1.58384
H -3.45118 -0.34656 0.10852
F -1.41256 3.74320 -4.41075
H 7.12903 -6.00873 -0.74024
H -3.25514 0.03265 3.91949
C 6.69782 -5.14166 -0.21330
Cl -0.62143 -3.86438 -0.25261
H -3.89969 -0.79586 2.27082
H 0.43722 0.72510 -2.68253
H -1.09170 -0.75166 2.03773
C 1.46263 -0.04820 0.99211
H 1.40860 1.98194 4.14505
H 3.99605 2.79829 -4.56806
H -2.01531 -1.93898 0.47868
S 0.30527 2.52297 1.21742
H 5.51846 -7.43870 -0.22140
O 1.06986 -2.02826 2.73644
N -0.96212 0.28624 2.06255
C 3.49456 3.42912 -1.97760
C 4.10075 3.85346 -4.29804
H -4.80250 2.08262 2.07395
C -0.46763 2.74003 -2.16539
C -6.75231 0.31934 1.13810
H 1.33942 1.59167 -1.28746
H 4.60203 -3.55585 0.45954
C 4.90329 -6.74741 0.36100
C -6.34626 -0.61876 -1.02386
C -0.01338 0.65200 0.95227
O 7.25796 -4.05304 -0.21013
C 0.26127 1.35528 -1.68232
H -0.84738 -0.98781 -2.32226
H -0.72509 2.82028 4.37835
O -5.76473 0.42177 -1.66991
H 0.58186 -1.48743 -1.21086
H -6.40858 1.36328 0.69035
H -7.09908 0.77393 3.43401
H -2.40730 2.04315 2.06823
H 6.47028 4.05153 -2.89836
C -2.92738 0.70706 0.31219
C -3.52743 0.19902 2.79966
H -4.90482 1.68254 3.91122
C -1.46691 -2.20320 -0.51526
C -0.52592 -1.06103 -1.17312
H 3.89489 -4.75488 1.58243
H 0.41251 3.44976 -2.55199
H -3.82414 1.49160 0.22087
H -2.20811 -3.32024 -2.36032
O 2.22756 -2.61731 0.73435
```

Calculated values
M = 641.12 g/mol
strongest force on any atom = 10.70 eV/Å
charge = +1
DFT total energy = -84873.732 eV
E_HOMO = -10.6995 eV

=====

[2]
ORCA calculation (ωB97M-V/def2-TZVPD) on C2H5ClN2 in the gas phase in a non-equilibrium geometry.

Geometry as XYZ:
```
10
C2H5ClN2 ωB97M-V/def2-TZVPD
H 1.60681 -0.80305 -1.05445
H -1.61420 -0.76421 1.80246
H -0.90502 -0.98610 -0.61644
H -0.39072 1.49999 -0.83608
C 0.35061 0.73553 -0.41482
C -0.61454 -0.28481 0.21265
H 0.97839 1.19238 0.39153
N -0.93093 -0.28940 1.40776
Cl 2.55040 1.01790 -1.79746
N 1.13815 0.04760 -1.34089
```

Calculated values
M = 92.53 g/mol
multiplicity = 3
strongest force on any atom = 6.37 eV/Å
ΔE to the lowest compared entry with this formula, charge and spin = 0.0 kcal per mole
DFT total energy = -17651.547 eV
E_HOMO (spin up / spin down) = -5.8554 / -9.8754 eV

=====

[3]
ORCA calculation (ωB97M-V/def2-TZVPD) on 10 unconnected molecules or ions with the total composition C53H135N9O17 in a non-equilibrium geometry.

Geometry as XYZ:
```
214
C53H135N9O17 ωB97M-V/def2-TZVPD
H -4.23381 1.13556 -0.04437
O -0.76650 5.67907 -0.03007
O 3.14833 -3.67989 6.55662
H 0.52855 -5.27340 -0.33505
H 7.19759 1.72481 -2.40467
C 2.42788 -4.45931 -0.85921
H -0.36402 -4.36387 1.45690
H -3.31416 6.08703 3.73845
O -2.58791 -2.84774 -3.94976
C -3.12287 0.16563 3.00984
H -6.31270 -7.39957 -5.81372
C -0.11970 -0.20679 -0.19728
H -1.60862 -2.20258 7.74892
C 6.77765 0.16157 -1.19371
O 0.48923 -4.57665 -2.32660
H -3.55689 -2.78191 3.84308
H 8.52946 -0.72605 -2.91651
H -2.01446 1.80815 -3.90527
H 3.98625 5.02985 -1.53729
H -4.18212 -2.25148 -5.11262
H -1.71021 2.96135 2.59728
C 0.11054 -0.10576 5.69614
O -8.00218 0.05902 -2.66812
H 2.85748 -4.02904 -1.76387
H 1.16355 -2.95984 -0.30780
H -3.49228 -4.46672 3.56923
O -4.72825 -6.53441 -6.73329
C -4.70085 -0.50165 1.26374
O 3.14583 2.87683 4.35884
C 3.62928 -3.42052 5.26052
H 2.51359 5.79483 0.70469
O 9.48180 1.93484 -4.29712
H 0.07320 4.98593 -3.61719
H -2.26518 6.44915 2.32643
C 5.30294 0.41078 -0.70679
H 0.42936 8.01542 4.18481
C -3.25310 -2.81661 -5.18780
H -2.37826 4.19841 1.56760
C -2.34554 3.84705 2.59890
O -0.35132 -5.17555 3.48468
H 1.47354 -6.16814 -1.64083
H -8.83416 0.46487 -0.72653
H 5.43069 -5.54245 -0.06509
H 4.30535 -3.49259 1.17908
H -3.68284 -4.89159 -4.97298
C 4.41853 -2.82302 0.32646
O 2.41096 4.06660 -2.43375
C -1.47039 7.14373 4.29195
H 0.78176 -0.58778 3.59514
H -2.11398 0.79724 0.01295
H -1.66743 -2.15196 6.00676
H -2.29048 9.12797 3.63114
H -1.63907 -5.41657 1.80931
H 3.24302 4.38744 2.15775
C -2.85814 -3.61830 3.82642
O -1.67339 4.86369 3.34806
C 8.70403 0.68198 -4.39730
H -2.12831 2.73158 -5.39675
C -1.47028 -1.54519 6.89055
C 3.33745 2.53299 5.68227
C 2.17524 3.81439 4.05987
H 2.68968 -2.98413 3.37060
C 2.24321 4.18042 2.53934
C 3.60685 4.76580 -2.52442
H -1.48505 -4.44789 -6.58530
H -7.50157 -1.45156 -1.20714
H 4.39301 2.44375 5.93903
H -0.25630 0.64037 1.78335
N 1.20828 5.18004 2.10101
C -0.62992 -5.26853 -2.86844
H -5.36332 -8.45129 -6.94507
H -2.75127 5.90621 -0.30747
H 1.25563 0.99095 1.02129
H 7.83805 0.71921 -5.05820
H 0.92576 6.54567 -0.95266
H 4.72161 -3.01105 7.60839
H 2.18073 -1.75721 5.93560
H -5.24869 1.24259 -3.65769
C 4.12184 -3.91802 7.53232
H 0.29239 2.61861 -2.70962
C 0.48004 0.22847 1.09324
H 9.35470 -0.06326 -4.85485
C 6.00722 -4.63477 -0.24348
C 1.51831 5.35104 0.68109
H -2.24071 -3.83058 4.69925
C -6.87067 1.48582 -0.94487
H 1.60353 -3.61136 4.55583
H 1.21607 3.35180 4.29246
C -3.58724 -6.74176 -7.51995
H -3.69485 -4.95654 -8.62839
H -0.37300 -7.22463 2.73438
H -1.65879 3.95603 -2.64221
H 4.33685 3.24872 0.46092
H -1.70444 9.14190 5.22829
H -6.90122 0.35926 0.74890
H 8.08604 3.24443 -5.13253
H 5.09881 -2.09937 0.77551
H -2.42728 4.79571 -3.93877
H -1.78269 0.81597 -1.59736
C -8.16781 0.87228 -1.48686
O 5.07551 -3.58711 -0.65464
C -4.99434 0.83987 0.67831
H 3.76984 -4.20798 8.52233
C -2.97502 -5.32971 -7.89992
C -3.54970 -4.15632 -5.76654
C -2.45453 -1.50330 -3.40154
C 0.48559 6.33277 0.02152
H 3.87335 -4.35419 4.75376
C -2.41187 2.72325 -4.34432
H -0.91886 -4.97981 -3.87901
C -4.64315 1.72322 -4.42608
H -8.86217 1.63568 -1.83786
H 0.39789 7.20130 0.67425
H -0.86432 1.82917 -0.59981
H -5.41877 2.11600 -5.08354
H 4.17911 4.02684 -3.08528
N -0.34552 4.19517 -4.08569
H 2.20676 4.77430 4.57529
H 4.52240 -2.81793 5.42577
H 3.06524 -1.83832 -1.17649
O -0.22292 -0.90678 6.84816
C -1.05968 -4.61024 2.25904
H -1.73892 -1.62875 -2.58897
H -1.91127 7.43615 -0.05666
H -4.72601 -1.29096 0.51244
H 2.71773 1.65742 5.87571
H -1.79161 6.59282 -1.59396
N -6.27338 0.53476 -0.02252
H -2.28293 -0.70223 -4.12054
H 7.49623 0.50820 -0.45102
O -0.62584 -1.50583 -0.15247
H -6.23121 -1.03691 -2.30590
C 1.95417 3.39674 -3.70992
C 2.43118 -2.91383 4.42718
H -3.36326 3.70474 2.96232
C 4.05937 2.26769 0.07534
H -7.21925 2.39945 -0.46333
H 4.65340 -0.00997 -1.47436
H -3.44570 -1.26896 -3.01326
H 6.70629 -4.31768 0.53039
H 1.52998 4.41888 0.11625
H 2.85371 3.25308 6.34225
H 0.84909 -0.63864 1.64097
N 2.01643 -1.59043 4.95312
H 9.29780 4.01343 -4.19693
H -3.18836 -2.29518 1.35226
H -0.64256 0.58507 5.31708
H -2.49236 -2.25653 -5.73157
H 9.22018 0.66599 -2.21466
H -3.25961 8.29927 4.85665
C 8.67176 3.12148 -4.22154
H -5.14581 1.64885 1.39295
H 0.69793 -0.09726 -0.90973
C -2.28938 6.13664 3.37039
H -2.18232 -5.65835 -8.57201
H 0.41802 -6.84529 4.35801
H 2.04721 3.23992 2.02443
C 0.45118 3.03671 -3.70364
H -5.44661 -0.45567 2.05735
N -2.47342 -4.60492 -6.72153
O -3.30163 -0.49350 1.78917
C 3.02301 -2.26485 -0.17430
C -5.32423 -7.67329 -6.18265
H -3.93090 -7.35040 -8.35635
C -1.24729 0.80979 -0.64794
H 3.81446 1.55141 0.85959
C 0.65958 -1.10008 4.54945
H -7.60242 -2.05521 -2.80794
H -4.19272 0.85337 -4.90418
H -2.15775 0.65964 3.12203
H 0.20314 2.20489 -4.36292
H -6.11612 1.64929 -1.71430
H -2.91838 -7.41686 -6.98612
O -3.81539 2.73179 -3.92422
C 1.12884 -5.21372 -1.24291
H -0.18338 -1.78286 4.44298
C 0.17440 -6.51058 3.34968
H -4.49448 -3.91521 -6.25372
H 3.44753 5.71277 -3.04014
H 0.22714 6.59732 3.41261
C -1.82953 6.45011 -0.51401
H 2.13742 3.97639 -4.61463
C -1.95031 -3.40094 2.55737
C 8.45222 0.36118 -2.92559
H -4.76552 -8.07996 -5.33971
H 0.24582 4.88167 2.16996
C -7.31123 -1.16985 -2.24275
N -2.88112 -3.25028 1.46839
H -1.23164 6.62990 5.22310
C -1.76837 3.95371 -3.72669
H 6.83106 -0.92667 -1.16254
H 8.07496 3.37368 -3.34501
O 5.13497 1.78971 -0.66341
H -3.63516 -3.89118 1.26652
N -0.21093 7.48550 3.61094
H -3.24432 -0.58435 3.79143
H -1.41725 -4.91480 -2.20279
N 7.15034 0.72376 -2.53024
H 5.24908 -0.03639 0.28580
H 6.64356 -4.89767 -1.08849
N 2.07291 -3.33733 -0.08273
H -0.62503 -6.34167 -2.67755
H 4.85722 -4.60319 7.11057
H -1.29869 -2.54040 2.70901
H -2.15608 -0.69893 6.85042
H 3.22429 2.42094 -0.60824
H -3.77908 1.00488 3.24039
H 2.54223 2.48408 -3.80654
H -1.35785 -1.52285 0.46840
H 1.16956 -6.32331 2.94631
C -2.24210 8.50601 4.52496
H 3.17345 -4.91488 -0.20752
H 0.99370 0.44874 6.01339
H 2.79381 -1.50897 0.57683
```

Calculated values
M = 1170.71 g/mol
multiplicity = 2
strongest force on any atom = 4.22 eV/Å
charge = +1
DFT total energy = -105342.240 eV
E_HOMO (spin up / spin down) = -9.6141 / -9.6141 eV

=====

Q: Among the records above, which one has the highest strongest force on any atom?
A: C23H45ClFN3O10PS

=====

Please write out number 2 again, unchanged.
ORCA calculation (ωB97M-V/def2-TZVPD) on C2H5ClN2 in the gas phase in a non-equilibrium geometry.

Geometry as XYZ:
```
10
C2H5ClN2 ωB97M-V/def2-TZVPD
H 1.60681 -0.80305 -1.05445
H -1.61420 -0.76421 1.80246
H -0.90502 -0.98610 -0.61644
H -0.39072 1.49999 -0.83608
C 0.35061 0.73553 -0.41482
C -0.61454 -0.28481 0.21265
H 0.97839 1.19238 0.39153
N -0.93093 -0.28940 1.40776
Cl 2.55040 1.01790 -1.79746
N 1.13815 0.04760 -1.34089
```

Calculated values
M = 92.53 g/mol
multiplicity = 3
strongest force on any atom = 6.37 eV/Å
ΔE to the lowest compared entry with this formula, charge and spin = 0.0 kcal per mole
DFT total energy = -17651.547 eV
E_HOMO (spin up / spin down) = -5.8554 / -9.8754 eV